Record 1
Here is a cluster of 2 separate species, C2H8N2S2 in total from the Open Molecules 2025 dataset. Energies are from ωB97M-V/def2-TZVPD.

XYZ file:
```
14
Properties=species:S:1:pos:R:3:forces:R:3
H -3.07809 -0.37865 -0.24594 -0.1 0.3 0.1
N -2.62824 0.14018 0.50814 0.1 -0.1 -0.2
C -1.66007 -0.56701 0.92756 -0.2 -0.3 0.0
N -0.78859 -0.16040 1.88908 0.6 1.0 0.7
H -1.41663 -1.55122 0.52940 0.0 -0.1 0.0
H -0.90866 0.74416 2.32255 -0.5 0.0 -0.4
H -0.35466 -0.78258 2.54100 0.1 -0.7 -0.3
C 1.66163 1.36774 -0.79109 -0.1 0.0 -0.3
S 2.37434 -0.26289 -1.13999 0.5 -0.2 0.2
S 0.89274 -1.19793 -2.26248 -0.3 -0.1 -0.2
H 0.69737 1.50739 -1.27700 0.0 -0.2 0.1
H 1.55290 1.51347 0.27927 0.0 -0.1 0.0
H 2.34778 2.09601 -1.21680 0.0 0.1 0.1
H 1.30819 -2.46828 -2.06369 0.0 0.4 0.2
```
Forces are in eV/Å.

As for the total energy: -26853.8938 eV. Its total charge is 0. As for the frontier orbital gap: 8.6126 eV. The value obtained for the max |F| is 1.346 eV/A.

Atom charges from the Mulliken analysis, given in e for atoms 1 to 4:
1 H 0.252
2 N -0.707
3 C 0.126
4 N -0.441

***

Record 2
Here is a cluster of 2 separate species, C12H13N2O7S in total from the Open Molecules 2025 dataset. Energies are from ωB97M-V/def2-TZVPD.

XYZ file:
```
35
Properties=species:S:1:pos:R:3:forces:R:3
C -3.22308 -0.13220 -1.51018 -0.5 -0.3 -0.2
C -2.16120 0.89550 -1.30189 0.1 -0.2 0.0
O -0.92269 0.21519 -1.03055 -1.3 0.5 -0.6
C 0.05905 1.13240 -0.87233 1.9 -0.5 -0.5
C 1.35213 0.44909 -0.76427 -0.6 1.8 -0.4
C 2.54711 1.30174 -0.96234 -0.4 -1.3 -0.2
O 2.64561 2.51082 -0.95763 0.3 0.2 0.3
C 3.70404 0.34569 -1.36395 0.1 0.1 -0.3
C 3.12556 -1.07442 -1.28447 0.4 0.1 0.0
C 1.60502 -0.90409 -1.37119 -0.3 0.0 -0.3
O -0.16843 2.32455 -0.87068 0.0 0.0 0.4
H -4.18543 0.38685 -1.55805 0.0 -0.2 0.0
H -3.06879 -0.64659 -2.46319 -0.1 -0.1 0.1
H -3.25519 -0.87616 -0.70671 0.0 0.2 -0.1
H -2.00478 1.48552 -2.21539 -0.2 0.1 0.4
H -2.41088 1.56189 -0.46462 0.2 -0.1 -0.3
H 4.01379 0.56801 -2.40223 -0.2 0.2 0.4
H 4.57788 0.51470 -0.72288 -0.1 0.0 -0.1
H 3.47407 -1.70509 -2.10610 0.1 0.0 0.2
H 3.45237 -1.54551 -0.34544 -0.3 0.0 -0.1
H 1.06273 -1.72654 -0.89836 0.2 0.2 -0.2
H 1.28271 -0.87971 -2.43045 0.2 -0.2 0.2
O -2.52526 1.47400 4.36341 2.0 0.0 -0.4
N -1.31281 1.46153 4.04330 -0.2 0.9 0.8
O -0.42009 2.16666 4.58390 -1.7 -1.1 -0.6
C -0.87524 0.60692 3.00233 -0.2 0.5 0.1
C -1.63986 -0.30355 2.31008 0.4 0.1 0.6
C -0.81461 -0.94219 1.38041 0.9 0.2 -0.4
N -1.19345 -2.16259 0.77193 -0.4 -1.0 -1.1
O -0.31185 -2.82892 0.19474 -1.4 0.6 0.8
O -2.39433 -2.51853 0.82592 1.7 0.4 0.1
C 0.50151 -0.38596 1.24400 0.3 -1.5 0.8
S 0.79631 0.75360 2.46105 -1.0 0.4 0.5
H -2.67380 -0.59408 2.52532 0.6 0.3 -0.1
H 1.36192 -0.92854 0.89650 -0.4 -0.4 0.3
```
Forces are in eV/Å.

As for the total energy: -40797.6456 eV. Its total charge is -1. As for the frontier orbital gap: 5.9048 eV. The value obtained for the max |F| is 2.094 eV/A.

Atom charges from the Mulliken analysis, given in e for atoms 1 to 4:
1 C -1.101
2 C -0.335
3 O -0.064
4 C 0.042

***

Which formula does entry 2 have?
C12H13N2O7S

***

total charge of number 1 (C2H8N2S2)?
0

***

Which value of max |F| does entry 2 give?
2.094 eV/A

***

What is the formula in the first record?
C2H8N2S2